P.
Below is a single C6H8OS molecule, with properties calculated with ωB97M-V with the def2-TZVPD basis set.

The SMILES is C#CC(=C)OCSC.

The geometry in XYZ format:
```
16
C6H8OS (ωB97M-V with the def2-TZVPD basis set)
S 2.391 -0.107 -0.576
O -0.197 -0.073 -0.097
C -1.957 1.609 0.492
C -3.444 -1.362 -0.236
C 0.872 0.858 -0.289
C 2.296 -0.837 1.062
C -2.471 -0.609 -0.072
C -1.539 0.426 0.004
H -4.053 -2.316 -0.348
H -1.206 2.278 0.590
H 3.180 -1.457 1.094
H 1.478 -1.448 1.045
H 2.419 -0.163 1.940
H 0.699 1.485 -1.186
H 1.192 1.491 0.554
H -2.939 1.908 0.543
```

---

Q.
Below is a single C6H8OS molecule, with properties calculated with ωB97M-V with the def2-TZVPD basis set.

The SMILES is CC#C[C@H](O)CC=S.

The geometry in XYZ format:
```
16
C6H8OS (ωB97M-V with the def2-TZVPD basis set)
S 3.306 -2.242 -1.695
O -0.797 -1.825 0.245
C -1.125 1.587 0.427
C -0.025 -0.737 -0.269
C -0.533 0.561 0.289
C 1.880 -2.141 -0.836
C 1.396 -0.992 0.044
C -1.705 2.881 0.642
H 2.051 -0.099 -0.240
H 1.253 -3.094 -0.880
H -1.028 3.721 0.410
H -1.823 2.850 1.735
H -1.676 -1.582 0.055
H -2.675 3.007 0.308
H 1.519 -1.188 1.147
H -0.018 -0.708 -1.380
```

---

R.
Below is a single C6H8OS molecule, with properties calculated with ωB97M-V with the def2-TZVPD basis set.

The SMILES is C=C/C=C1/OCCS1.

The geometry in XYZ format:
```
16
C6H8OS (ωB97M-V with the def2-TZVPD basis set)
S -0.204 -0.809 -0.901
O -0.479 -0.225 1.507
C -0.156 2.246 -1.732
C 0.633 1.556 0.425
C 0.802 2.297 -0.782
C -0.305 -1.637 1.589
C 0.067 0.304 0.393
C 0.212 -2.098 0.238
H 1.273 -2.322 0.062
H 1.110 1.949 1.243
H -0.146 2.625 -2.687
H -0.956 1.597 -1.516
H -0.373 -2.942 0.025
H -1.378 -2.033 1.742
H 1.659 2.933 -0.792
H 0.248 -1.956 2.554
```

---

Energies relative to the most stable structure are P 0.0599; Q 0.0244; R 0.0000, reported in hartree.

---

P.
Below is a molecular structure, C40H45N4O4RbSSb2, with properties calculated with ωB97M-V with the def2-TZVPD basis set.

Its charge is -2.

The geometry in XYZ format:
```
97
C40H45N4O4RbSSb2 (ωB97M-V with the def2-TZVPD basis set)
Sb -0.753 3.219 -0.786
Sb -0.558 0.851 2.153
Rb 0.495 -0.031 -1.096
S 2.046 -2.503 -0.223
O 0.856 1.652 -2.943
O -3.318 -0.355 1.256
O 2.069 -2.991 -1.592
O 2.706 -1.228 0.002
N -0.861 -0.740 -3.392
N -1.557 -2.853 0.737
N 0.642 -2.398 0.426
N -3.861 0.048 -2.804
C 1.050 6.277 2.682
C 4.349 -5.630 2.212
C 3.788 0.991 -4.942
C 0.046 -0.929 -4.260
C 4.196 -5.774 0.836
C 1.129 3.463 2.733
C -2.675 -4.798 -0.102
C 5.093 -6.667 3.013
C 2.966 -3.716 0.715
C 3.510 -4.827 0.089
C 1.221 3.440 0.186
C -1.995 -1.639 -3.375
C -1.468 -5.262 -0.614
C -4.065 0.976 -0.590
C -3.291 -0.914 -3.731
C 1.621 1.058 -3.760
C -0.009 -0.879 3.289
C -0.499 4.943 -2.048
C 2.202 -0.737 -5.345
C 1.212 1.975 2.837
C -3.524 0.032 -1.576
C 0.994 4.219 3.901
C -3.922 0.674 0.815
C 3.795 -4.508 2.824
C -1.914 4.284 0.670
C 2.927 1.585 -4.055
C -1.844 1.640 3.669
C -4.529 1.639 1.698
C 3.106 -3.558 2.087
C -5.271 3.044 -0.131
C 1.189 4.148 1.499
C 1.289 -0.176 -4.441
C -4.718 2.133 -1.016
C 0.946 5.605 3.890
C -5.170 2.766 1.241
C -2.654 -3.581 0.566
C 1.170 5.546 1.510
C -0.391 -3.285 0.220
C -0.315 -4.516 -0.464
C 3.437 -0.187 -5.618
H -1.425 -6.205 -1.149
H -4.775 2.297 -2.088
H 3.201 2.492 -3.528
H -5.595 3.459 1.963
H -2.137 2.670 3.460
H -3.564 -3.146 0.976
H -0.054 -1.777 -4.955
H -2.894 4.457 0.215
H 4.601 -7.642 2.961
H -1.450 5.230 0.949
H 1.234 6.065 0.558
H 4.760 1.443 -5.118
H -1.327 1.600 4.633
H 1.028 7.360 2.647
H -2.082 3.679 1.562
H 0.319 4.746 -2.744
H 4.120 -0.660 -6.313
H 0.842 6.154 4.820
H -3.599 -5.348 -0.226
H -4.458 1.438 2.762
H -3.128 -0.396 -4.681
H -1.416 5.111 -2.617
H -0.530 -1.751 2.894
H 6.111 -6.797 2.637
H -1.860 -2.470 -4.084
H 2.035 1.580 2.233
H 0.617 -4.847 -0.899
H 1.397 1.682 3.873
H -0.254 -0.706 4.340
H 1.069 -1.023 3.177
H 3.390 -4.931 -0.984
H 2.664 -2.694 2.573
H 1.674 2.450 0.261
H 3.899 -4.381 3.897
H -2.735 1.012 3.678
H -5.758 3.943 -0.486
H -2.817 -0.693 -1.161
H -2.075 -2.091 -2.379
H 1.800 4.002 -0.549
H -4.060 -1.669 -3.932
H 1.909 -1.662 -5.835
H 5.160 -6.383 4.064
H 0.936 3.689 4.848
H -0.281 5.828 -1.445
H 4.618 -6.642 0.340
```

---

Q.
Below is a molecular structure, C40H45N4O4RbSSb2, with properties calculated with ωB97M-V with the def2-TZVPD basis set.

Its charge is -2.

The geometry in XYZ format:
```
97
C40H45N4O4RbSSb2 (ωB97M-V with the def2-TZVPD basis set)
Sb 0.081 -2.160 3.092
Sb 1.759 -3.428 0.026
Rb 0.677 0.541 0.673
S 1.794 3.705 1.768
O 1.628 -1.357 -1.679
O 1.182 2.848 2.761
O -0.932 0.271 2.822
O 3.199 4.021 1.951
N -1.220 -1.050 -1.877
N 1.755 2.539 -1.812
N 1.403 3.161 0.355
N -2.385 0.688 0.363
C -0.488 7.649 2.114
C 0.406 -1.566 -5.094
C -2.832 0.571 -1.010
C -2.614 -0.845 -1.544
C 2.797 -1.483 -3.724
C 4.702 -4.639 4.287
C 3.631 -2.443 0.389
C 3.796 -4.334 5.294
C -3.942 2.267 3.249
C 0.926 5.251 1.918
C -1.154 6.425 2.136
C -1.898 -2.651 2.418
C 4.230 -4.902 3.008
C 2.871 -4.862 2.688
C 0.504 -4.329 3.425
C 1.584 -1.649 -5.811
C -2.658 2.306 5.256
C -0.479 -1.886 5.156
C -0.459 5.230 2.039
C 3.156 4.301 -0.987
C -3.819 2.682 4.559
C -3.197 1.210 1.188
C -1.695 1.525 4.667
C 2.405 2.615 -2.970
C 1.593 -1.419 -2.946
C 2.431 -5.162 1.292
C -1.813 1.039 3.325
C 2.789 -1.596 -5.093
C 2.126 3.348 -0.802
C -2.974 1.485 2.606
C 0.369 -1.441 -3.702
C 2.443 -4.283 4.995
C 0.898 7.648 1.996
C -1.248 8.947 2.217
C 3.433 3.501 -3.233
C -0.953 -1.294 -3.092
C 1.954 -4.527 3.708
C 3.797 4.367 -2.203
C 1.607 6.457 1.901
C 2.368 -4.559 -1.700
H -0.785 1.267 5.195
H -1.119 9.554 1.317
H 4.139 -4.127 6.300
H 0.390 -1.599 5.750
H 2.078 1.912 -3.733
H -3.891 0.852 -1.123
H -0.544 -1.586 -5.624
H -1.840 -3.043 1.401
H -2.499 -1.743 2.419
H 2.687 6.448 1.824
H 1.432 8.594 1.984
H -1.785 -1.378 -3.816
H 0.164 -4.860 2.536
H 1.839 -5.514 -1.700
H 3.733 -1.646 -5.627
H 3.746 -2.261 1.459
H -2.237 1.251 -1.628
H 4.592 5.091 -2.350
H -4.580 3.295 5.026
H 3.442 -4.744 -1.649
H 3.729 -1.445 -3.170
H 1.577 -1.742 -6.890
H 5.765 -4.672 4.491
H 3.926 3.510 -4.195
H -4.185 1.544 0.824
H 3.450 4.940 -0.168
H 1.585 -5.855 1.285
H -3.275 -1.009 -2.412
H -1.214 -1.084 5.196
H -2.901 -1.550 -0.758
H -2.316 8.767 2.348
H -0.909 -2.806 5.556
H -0.902 9.543 3.065
H 3.645 -1.505 -0.162
H 2.135 -4.015 -2.615
H -2.233 6.407 2.240
H 4.443 -3.090 0.049
H -2.331 -3.406 3.078
H -2.512 2.648 6.276
H 1.731 -4.024 5.773
H 4.935 -5.150 2.221
H -0.978 4.279 2.073
H -4.814 2.566 2.672
H -0.122 -4.619 4.272
H 3.249 -5.623 0.733
```

---

Energies relative to the most stable structure are P 0.0333; Q 0.0000, reported in hartree.

---

P.
Below is a single CH3Br2OP molecule, with properties calculated with ωB97M-V with the def2-TZVPD basis set.

The SMILES is CP(=O)(Br)Br.

The geometry in XYZ format:
```
8
CH3Br2OP (ωB97M-V with the def2-TZVPD basis set)
Br -0.146 0.898 -3.309
Br 2.324 -1.263 -2.142
P 0.146 -0.827 -1.871
O -1.000 -2.291 -2.222
C -0.021 -0.122 -0.176
H 0.154 -1.159 0.247
H -0.964 0.284 0.357
H 0.749 0.557 0.092
```

---

Q.
Below is a molecular structure, CH3Br2OP, with properties calculated with ωB97M-V with the def2-TZVPD basis set.

The geometry in XYZ format:
```
8
CH3Br2OP (ωB97M-V with the def2-TZVPD basis set)
Br -1.577 1.338 1.406
Br -1.406 0.563 -1.885
P -0.787 -0.141 0.009
O -1.376 -2.233 0.048
C 1.010 0.146 0.087
H 1.181 1.113 0.356
H 1.339 -0.318 -0.843
H 1.617 -0.469 0.822
```

---

Energies relative to the most stable structure are P 0.0000; Q 0.0663, reported in hartree.

---

P.
Below is 5 unconnected molecules or ions with the total composition H9O4S, with properties calculated with ωB97M-V with the def2-TZVPD basis set.

Its charge is -1.

The geometry in XYZ format:
```
14
H9O4S (ωB97M-V with the def2-TZVPD basis set)
S -0.893 -0.175 1.021
O 1.494 2.979 0.990
O 0.044 -0.864 -2.869
O 2.252 -0.007 0.380
O -3.085 -1.878 -0.233
H -2.365 -1.390 0.136
H 1.486 -0.223 1.113
H -0.346 -1.656 -2.529
H -0.310 -0.148 -2.308
H -0.440 0.118 2.215
H -2.912 -1.773 -1.209
H 1.304 2.064 0.598
H 2.943 -0.162 1.004
H 0.829 3.116 1.692
```

---

Q.
Below is 5 unconnected molecules or ions with the total composition H9O4S, with properties calculated with ωB97M-V with the def2-TZVPD basis set.

Its charge is -1.

The geometry in XYZ format:
```
14
H9O4S (ωB97M-V with the def2-TZVPD basis set)
S -1.826 -2.056 0.061
O -1.283 3.687 -2.211
O -0.667 0.752 -1.453
O 0.840 -2.433 1.718
O 3.126 -0.637 1.450
H -1.820 -0.742 0.392
H 2.812 0.275 1.297
H 0.063 -2.076 1.200
H -1.383 2.963 -1.591
H 0.714 -3.358 1.520
H -0.236 0.502 -0.635
H 2.324 -1.173 1.597
H -0.994 -0.130 -1.628
H -1.670 4.428 -1.715
```

---

Energies relative to the most stable structure are P 0.0256; Q 0.0000, reported in hartree.